Molecular formula: C5H11INO3S
Method: DFT, ωB97M-V/def2-TZVPD

Geometry (Å):
C: -0.368 0.445 -0.529
C: 0.627 1.161 -2.695
C: -0.075 0.893 1.836
C: 1.120 -1.390 1.014
C: 0.832 0.389 -1.403
N: -0.315 -0.134 0.805
O: -1.342 1.093 -0.842
O: -1.546 -2.018 -0.260
O: -1.690 -1.841 2.214
S: -1.834 -1.297 0.882
I: -3.845 -0.015 0.817
H: 1.191 0.862 -3.454
H: 0.733 2.287 -2.651
H: -0.523 1.012 -2.952
H: 0.980 1.307 1.579
H: -0.838 1.711 1.994
H: 0.098 0.363 2.857
H: 1.407 -1.901 0.093
H: 1.908 -0.731 1.378
H: 0.732 -2.019 1.813
H: 1.062 -0.741 -1.739
H: 1.688 0.564 -0.758

Computed properties:
Orbital gap   0.3171 Eh
Net charge   +1
Maximum force   0.1186 Eh/bohr
Energy relative to the best compared isomer or geometry (same formula, charge and spin)   69.77 kcal/mol
E_tot   -31921.20356 eV

***

Molecular formula: C5H11ISi
Method: DFT, ωB97M-V/def2-TZVPD

Geometry (Å):
C: -2.337 1.783 1.539
C: -1.733 1.527 0.344
C: 0.984 1.366 -1.139
C: -1.153 -1.184 -1.027
C: 3.162 -2.795 1.423
Si: -0.363 0.315 -0.185
I: 1.784 -1.183 1.747
H: -3.078 2.569 1.614
H: -2.035 1.088 2.458
H: -1.977 2.181 -0.563
H: 1.245 2.350 -0.659
H: 2.092 0.972 -1.062
H: 0.629 1.366 -2.219
H: -0.788 -1.003 -2.119
H: -0.750 -2.092 -0.736
H: -2.230 -1.226 -1.142
H: 2.799 -3.746 1.152
H: 3.747 -2.288 0.573

Computed properties:
Orbital gap (spin up / spin down)   0.2163 / 0.2897 Eh
Maximum force   0.0798 Eh/bohr
Energy relative to the best compared isomer or geometry (same formula, charge and spin)   111.40 kcal/mol
E_tot   -21336.47909 eV